# 1
Entry from the Open Molecules 2025 dataset: a molecular structure, C4H4MgO8P (the ωB97M-V functional and the def2-TZVPD basis).

Results
Electronic energy ... -1298.02960 hartree

Structure (ORCA input):
```
! RIJCOSX wB97M-V def2-TZVPD def2/J DEFGRID3
* xyz 1 1
O 2.215 1.974 0.932
C 1.845 0.814 0.818
O 2.517 -0.270 0.487
C 1.437 -1.159 -0.047
C 0.203 -0.258 -0.039
C -0.039 0.615 -1.335
O -0.616 1.753 -1.080
O 0.323 0.249 -2.423
P -1.461 -1.095 0.275
O -1.339 -2.529 0.476
O -2.007 -0.382 1.659
O -2.537 -0.717 -0.882
O 0.540 0.675 0.977
H 1.758 -1.396 -1.080
H 1.408 -2.017 0.647
H -2.549 0.389 1.426
H -2.740 0.233 -0.795
Mg 1.044 3.121 -0.016
*
```



# 2
Entry from the Open Molecules 2025 dataset: a single C3H3NOS molecule (the ωB97M-V functional and the def2-TZVPD basis).

Results
Energy relative to the best compared isomer or geometry (same formula, charge and spin) ... 3.1870 eV
SMILES ... Sc1ccon1

Structure (ORCA input):
```
! RIJCOSX wB97M-V def2-TZVPD def2/J DEFGRID3
* xyz 0 1
C 0.510 -0.463 0.252
C -0.639 0.005 -0.217
C -0.305 1.368 -0.404
H -0.443 -2.285 1.720
H -1.557 -0.331 -0.571
H -0.916 2.121 -0.864
N 1.565 0.257 -0.150
O 1.030 1.403 -0.495
S 0.756 -2.077 0.729
*
```



# 3
Entry from the Open Molecules 2025 dataset: a molecular structure, C15H72BNO32 (the ωB97M-V functional and the def2-TZVPD basis).

Results
Energy relative to the best compared isomer or geometry (same formula, charge and spin) ... 3.7547 eV

Structure (ORCA input):
```
! RIJCOSX wB97M-V def2-TZVPD def2/J DEFGRID3
* xyz 0 1
C 1.781 2.965 -0.806
C 1.021 2.317 0.314
C 0.769 0.804 0.112
C -0.125 0.305 1.197
N -0.635 -1.190 0.997
C -1.571 -1.526 2.065
C -0.784 -1.945 3.317
C 0.568 -2.406 2.703
C 0.451 -2.199 1.182
C -1.115 -1.401 -0.380
C -2.446 -0.684 -0.901
C -2.750 -0.602 -2.391
H 2.004 4.133 -0.573
H 1.336 2.684 -1.911
H 2.810 2.612 -1.019
H 0.135 2.807 0.129
H 1.507 2.512 1.410
H 1.826 0.375 0.164
H 0.384 0.624 -0.983
H -0.899 0.996 1.373
H 0.476 0.381 2.101
H -2.173 -2.343 1.764
H -2.096 -0.723 2.225
H -1.150 -2.600 3.934
H -0.657 -0.963 3.828
H 0.709 -3.513 3.061
H 1.407 -1.968 2.914
H 0.451 -3.218 0.745
H 1.342 -1.701 0.698
H -1.257 -2.484 -0.538
H -0.167 -1.250 -1.068
H -2.290 0.449 -0.619
H -3.302 -1.158 -0.411
H -3.024 -1.711 -2.826
H -2.045 -0.211 -3.044
H -3.702 -0.273 -2.449
O 4.286 -5.177 3.771
C 4.140 -4.332 2.938
O 4.721 -3.245 2.824
B 4.549 -2.737 1.389
O 3.629 -3.785 0.849
C 3.460 -4.654 1.734
O 2.604 -5.531 1.636
O 5.822 -2.649 0.719
C 5.779 -1.611 0.036
O 6.696 -1.234 -0.827
C 4.673 -0.945 0.337
O 3.896 -1.434 1.185
O 4.301 0.053 -0.346
O -3.284 -4.332 0.021
H -4.062 -4.054 0.559
H -3.100 -5.111 0.420
O 5.954 3.053 -1.892
H 5.906 3.610 -1.172
H 5.204 2.428 -1.955
O 1.783 1.435 4.196
H 1.840 2.206 4.761
H 2.617 1.561 3.790
O -0.894 1.817 3.712
H -0.627 2.693 3.491
H -0.132 1.493 3.830
O 4.830 3.187 0.764
H 4.350 3.932 0.779
H 4.709 2.419 1.392
O -6.130 -1.407 -2.118
H -5.414 -2.179 -2.205
H -6.854 -1.819 -1.910
O -4.358 1.084 2.214
H -5.071 0.409 1.659
H -4.734 1.863 2.599
O 1.751 -0.160 -2.875
H 2.539 0.454 -2.742
H 2.087 -0.992 -2.462
O -1.088 4.273 2.282
H -0.670 4.921 1.835
H -1.834 3.804 1.798
O -4.908 -3.461 -1.913
H -4.143 -3.794 -1.351
H -4.481 -3.736 -2.816
O 4.179 1.153 -2.627
H 4.062 0.748 -1.725
H 4.970 0.780 -2.989
O 0.546 -4.578 6.063
H 1.290 -4.923 6.502
H 1.182 -3.725 5.786
O -3.135 3.039 0.877
H -3.634 3.158 0.221
H -3.263 2.359 1.348
O -1.643 2.341 -4.619
H -1.802 2.988 -3.825
H -2.367 1.900 -4.859
O 1.097 3.924 -4.572
H 0.814 4.412 -5.342
H 0.636 3.011 -4.419
O -6.405 1.147 -3.494
H -7.147 1.185 -4.026
H -6.237 0.200 -3.272
O -4.912 -3.276 1.421
H -5.368 -2.814 2.055
H -5.768 -3.668 1.043
O -5.336 -0.559 0.574
H -5.382 -0.738 -0.475
H -5.152 -1.464 1.005
O 3.514 5.497 1.232
H 2.950 6.226 0.771
H 2.656 5.464 2.019
O 2.345 7.086 -0.830
H 1.632 6.564 -1.369
H 1.966 7.810 -0.366
O 0.755 -3.706 -2.829
H 0.546 -4.216 -2.010
H 1.298 -3.063 -2.478
O 0.757 -5.433 -0.459
H 1.470 -5.231 0.097
H 0.247 -6.218 -0.179
O -0.155 -0.062 -4.837
H 0.603 -0.168 -4.176
H -0.446 0.721 -4.670
O 0.659 5.691 -2.467
H -0.168 5.079 -2.221
H 1.008 5.106 -3.146
*
```



# 4
Entry from the Open Molecules 2025 dataset: a molecular structure, C6H13AuN3OS (the ωB97M-V functional and the def2-TZVPD basis).

Results
Energy relative to the best compared isomer or geometry (same formula, charge and spin) ... 0.6140 eV

Structure (ORCA input):
```
! RIJCOSX wB97M-V def2-TZVPD def2/J DEFGRID3
* xyz 2 2
Au 0.945 -0.588 1.027
N -2.314 0.026 1.147
C -1.744 1.121 2.055
C -1.051 2.222 1.263
N 0.044 1.710 0.423
C 1.270 2.544 0.362
C 2.356 2.041 1.298
N 2.713 0.633 0.965
H -1.931 0.122 0.203
H -3.335 0.097 1.090
H -1.043 0.633 2.731
H -2.575 1.507 2.642
H -0.643 2.914 2.002
H -1.773 2.790 0.671
H -0.281 1.595 -0.530
H 1.047 3.589 0.584
H 1.639 2.517 -0.665
H 2.023 2.060 2.336
H 3.229 2.689 1.215
H 3.407 0.289 1.626
H 3.170 0.597 0.055
S -0.118 -3.311 1.147
C -0.612 -1.824 1.307
O -2.793 -1.916 2.343
C -1.996 -1.381 1.669
*
```



# 5
Entry from the Open Molecules 2025 dataset: 2 unconnected molecules or ions with the total composition C3H9NO3S (the ωB97M-V functional and the def2-TZVPD basis).

Results
Energy relative to the best compared isomer or geometry (same formula, charge and spin) ... 3.7839 eV

Structure (ORCA input):
```
! RIJCOSX wB97M-V def2-TZVPD def2/J DEFGRID3
* xyz 0 1
C 2.700 -0.751 -0.878
C 1.682 0.283 1.558
C 1.420 -0.643 -0.585
N -2.176 0.162 0.707
O -3.254 -0.929 -1.162
O -3.438 1.484 -1.239
O 0.892 -0.318 0.543
S -3.566 0.162 -0.244
H 3.060 -1.067 -1.917
H -3.602 1.354 -2.168
H 3.525 -0.572 -0.163
H 2.239 0.978 1.044
H 2.279 -0.294 2.217
H 0.955 0.745 2.175
H 0.522 -0.878 -1.381
H -1.630 -0.666 0.559
H -1.608 0.953 0.934
*
```



# 6
Entry from the Open Molecules 2025 dataset: a single C4H6BrClO molecule (the ωB97M-V functional and the def2-TZVPD basis).

Results
Energy relative to the best compared isomer or geometry (same formula, charge and spin) ... 0.5389 eV
SMILES ... CC1(C)O[C@@]1(Cl)Br

Structure (ORCA input):
```
! RIJCOSX wB97M-V def2-TZVPD def2/J DEFGRID3
* xyz 0 1
C 0.759 0.236 -0.569
C 1.981 0.128 -1.348
C 0.835 -0.022 0.918
C -0.591 0.081 -1.212
O 1.575 1.348 -0.995
Cl 1.954 -0.128 -3.444
Br 3.639 -0.560 -0.798
H 1.871 -0.058 1.252
H 0.349 -0.961 1.165
H 0.338 0.790 1.441
H -0.625 0.614 -2.157
H -1.358 0.474 -0.547
H -0.787 -0.972 -1.398
*
```